1.
Density functional theory data (ωB97M-V with the def2-TZVPD basis set) for a gas-phase ion, C8H10NO (charge +1).

Results
- HOMO-LUMO gap (spin up / spin down) (Ha) = 0.2312 / 0.2342
- E_HOMO (spin up / spin down) (eV) = -9.81 / -13.92
- spin multiplicity = 3
- LUMO energy (spin up / spin down) (eV) = -3.52 / -7.54
- expectation value of S² = 2.026
- total charge = +1
- relative energy (zero: lowest compared OMol25 entry of this formula, charge and spin) (kcal per mole) = 0.00
- max |F| (hartree/bohr) = 0.0933

Geometry (Å):
O 0.129 0.083 -2.211
N 2.072 -0.742 -0.832
C -0.581 -0.116 1.412
C -0.655 -0.023 -1.087
C -2.696 -0.267 0.152
C 2.182 0.919 0.977
C -2.067 -0.183 -1.081
C 0.043 -0.036 0.108
C -2.012 -0.173 1.415
C 1.467 0.039 -0.002
H 3.156 1.506 0.579
H 1.415 -1.337 -1.333
H -2.669 -0.277 2.317
H 2.948 -0.572 -1.098
H 0.093 -0.264 2.275
H -2.657 -0.193 -1.973
H 2.319 0.270 1.822
H -0.319 0.052 -3.047
H 1.553 1.720 1.400
H -3.720 -0.406 0.206

Atom charges from the natural (NBO) analysis, given in e for atoms 1 to 4: number 1, O, carries -0.602; number 2, N, carries -0.665; number 3, C, carries -0.241; number 4, C, carries 0.385

2.
Density functional theory data (ωB97M-V with the def2-TZVPD basis set) for 2 unconnected molecules or ions with the total composition C3H13N4.

Results
- HOMO-LUMO gap (Ha) = 0.2949
- E_HOMO (eV) = -11.88
- spin multiplicity = 1
- LUMO energy (eV) = -3.86
- total charge = +1
- relative energy (zero: lowest compared OMol25 entry of this formula, charge and spin) (kcal per mole) = 44.65
- max |F| (hartree/bohr) = 0.0269

Geometry (Å):
N 0.403 -2.705 -1.981
N -0.415 -0.770 -0.937
N -1.837 -2.052 -2.285
N 0.515 1.152 2.776
C 0.176 0.920 1.308
C -0.695 -1.877 -1.768
C 0.223 2.168 0.456
H 1.278 1.832 2.831
H -0.489 2.914 0.817
H 1.305 -2.266 -1.889
H 0.319 -3.318 -2.772
H 0.456 -0.325 -1.205
H 1.225 2.613 0.458
H -0.863 0.589 1.384
H -0.042 1.916 -0.563
H -0.263 1.519 3.328
H -1.098 -0.035 -1.069
H -1.821 -2.684 -3.077
H 0.838 0.132 0.964
H 0.784 0.274 3.222

Atom charges from the natural (NBO) analysis, given in e for atoms 1 to 4: number 1, N, carries -0.827; number 2, N, carries -0.860; number 3, N, carries -0.740; number 4, N, carries -0.674

3.
Density functional theory data (ωB97M-V with the def2-TZVPD basis set) for 2 unconnected molecules or ions with the total composition C7H10BrN4O3.

Results
- HOMO-LUMO gap (Ha) = 0.2441
- E_HOMO (eV) = -12.40
- spin multiplicity = 1
- LUMO energy (eV) = -5.76
- total charge = +1
- max |F| (hartree/bohr) = 0.1858

Geometry (Å):
Br 4.629 -0.905 0.510
O -3.054 3.621 -0.348
O 0.166 -3.880 -0.010
O 4.028 -3.791 0.461
N -1.803 2.909 1.385
N -3.561 4.289 1.743
N -0.031 0.480 -0.722
N -1.137 -0.023 -0.144
C -0.970 -1.465 0.021
C 1.198 -0.156 -1.191
C -2.821 3.607 0.850
C 2.865 -2.505 -1.504
C 1.507 -1.725 -1.043
C 0.239 -2.444 -0.326
C 3.827 -2.624 -0.159
H -1.922 -1.997 0.510
H -1.596 2.886 2.369
H -3.385 4.290 2.733
H 2.030 0.511 -1.711
H 3.419 -1.891 -2.335
H -0.084 1.538 -0.855
H -1.221 2.382 0.748
H 2.614 -3.612 -1.876
H -0.598 -4.322 -0.486
H -4.337 4.828 1.381

Atom charges from the natural (NBO) analysis, given in e for atoms 1 to 4: number 1, Br, carries 0.049; number 2, O, carries -0.667; number 3, O, carries -0.660; number 4, O, carries -0.461

4.
Density functional theory data (ωB97M-V with the def2-TZVPD basis set) for 2 unconnected molecules or ions with the total composition C5H11NO.

Results
- SMILES string = C=C/C(C)=C/N.O
- HOMO-LUMO gap (Ha) = 0.3205
- E_HOMO (eV) = -7.95
- spin multiplicity = 1
- LUMO energy (eV) = 0.77
- relative energy (zero: lowest compared OMol25 entry of this formula, charge and spin) (kcal per mole) = 55.88
- max |F| (hartree/bohr) = 0.0646

Geometry (Å):
O 1.639 -0.953 -3.319
N 1.909 -0.407 0.704
C -0.044 1.691 -0.114
C -1.818 0.034 0.342
C 0.486 -0.573 0.777
C -2.410 -0.720 1.312
C -0.361 0.348 0.357
H 2.429 -1.332 -2.781
H -2.411 0.432 -0.459
H 1.151 -0.694 -2.532
H -3.452 -0.997 1.253
H 0.862 2.047 0.371
H 2.295 0.538 0.657
H -2.030 -1.103 2.244
H -0.947 2.393 -0.024
H 0.114 -1.491 1.216
H 2.542 -0.961 1.260
H 0.044 1.746 -1.262

Atom charges from the natural (NBO) analysis, given in e for atoms 1 to 4: number 1, O, carries -0.929; number 2, N, carries -0.848; number 3, C, carries -0.638; number 4, C, carries -0.175